140
Properties=species:S:1:pos:R:3:mulliken_spin:R:1 method="wB97M-V/def2-TZVPD" lumo_energy_ev="-4.01 / -3.92" multiplicity=2 max_force_ev_per_a=7.693 total_charge=+1 total_energy_ev=-278569.4307
Zr -1.48012 -2.86343 -2.05459 1.138
C -0.06226 -1.53448 -5.01734 0.009
O 1.00750 -1.18566 -4.09771 0.012
O -0.97253 -2.24916 -4.16253 0.033
C -0.53115 -0.29708 -5.88981 0.001
F -0.74844 0.83136 -5.23325 0.000
F 0.31371 -0.08831 -6.93051 0.000
F -1.70874 -0.55544 -6.51654 0.000
C 2.27794 -0.79073 -4.63292 0.001
C 3.31392 -0.88489 -3.49468 -0.001
H 3.18098 -1.85404 -3.01388 -0.002
H 4.35428 -0.69077 -3.75560 0.000
H 2.97673 -0.11767 -2.79769 0.001
H 2.27500 0.19619 -5.09562 0.000
H 2.56766 -1.50134 -5.40698 0.000
H 0.35267 -2.30970 -5.66152 0.001
C -1.07779 0.68756 0.64179 0.003
C -0.77351 0.46273 -0.80110 -0.014
C 0.66222 1.06427 -1.06146 0.004
O -0.93250 -0.86846 -1.23734 -0.029
H -1.05358 1.74784 0.89342 0.002
H -0.38955 0.05842 1.20625 -0.003
H -2.13894 0.46460 0.75286 0.001
H -1.52350 1.07397 -1.30311 -0.004
H 1.43117 0.32184 -0.84788 0.000
H 0.87168 1.91759 -0.41643 0.002
H 0.69883 1.20479 -2.14174 -0.001
C -3.10510 4.67969 -1.94046 0.000
Br -2.01242 4.25382 -0.32933 0.000
Br -3.73227 6.60760 -1.94375 0.000
Br -4.56607 3.40782 -2.09839 0.000
H -2.50464 4.56418 -2.84279 0.000
C -1.25471 0.18149 4.36528 0.000
C -0.44455 -1.14909 4.63900 -0.001
C -0.86134 -1.82961 5.96777 0.000
C -0.28467 -3.29389 6.04906 0.000
C 0.13516 -3.76945 7.42884 0.000
C 0.63569 -5.21466 7.42391 0.000
H -1.07020 0.88384 5.17815 0.000
H -2.31947 -0.04974 4.33510 0.000
H -1.01897 0.71826 3.44637 0.000
H -0.72690 -1.77311 3.79107 0.000
H 0.63670 -1.02251 4.58431 0.000
H -1.94713 -1.90738 6.02364 0.000
H -0.45867 -1.23221 6.78573 0.000
H -0.89258 -4.02041 5.50989 0.000
H 0.60575 -3.26678 5.42095 0.000
H 0.88448 -3.17492 7.95146 0.000
H -0.75477 -3.73314 8.05717 0.000
H -0.19967 -5.87099 7.18002 0.000
H 1.39640 -5.35801 6.65654 0.000
H 1.02977 -5.48952 8.40231 0.000
C 3.05194 5.06220 2.25009 0.000
C 1.98344 4.72316 1.12773 0.000
C 2.29890 5.42372 -0.24838 0.000
C 1.21717 5.07423 -1.32731 0.000
C 1.55360 5.79524 -2.66378 0.000
C 0.33714 6.10268 -3.54143 0.000
H 3.88398 4.35873 2.28050 0.000
H 2.57788 5.00849 3.23012 0.000
H 3.44636 6.07374 2.15350 0.000
H 1.80323 3.66052 0.96517 0.000
H 1.00474 5.08346 1.44461 0.000
H 3.25411 5.06121 -0.62821 0.000
H 2.35800 6.51110 -0.20109 0.000
H 1.11905 4.01411 -1.56103 0.000
H 0.28757 5.48592 -0.93431 0.000
H 2.06497 6.74257 -2.49296 0.000
H 2.33376 5.22895 -3.17248 0.000
H -0.38195 6.67827 -2.95860 0.000
H 0.69635 6.65454 -4.41008 0.000
H -0.14859 5.18836 -3.88229 0.000
C -3.28774 0.04197 -3.83644 0.022
C -4.00314 -0.73338 -2.64468 -0.004
C -5.56632 -0.63517 -2.80125 0.000
O -6.11301 -1.59097 -1.88509 0.001
C -7.50695 -1.77411 -1.88605 0.000
N -3.55673 -2.16865 -2.71983 -0.017
H -2.23214 0.14506 -3.58512 -0.001
H -3.62561 1.06974 -3.96922 0.000
H -3.45138 -0.48560 -4.77612 0.000
H -3.78012 -0.26077 -1.68812 -0.012
H -5.97956 -0.76837 -3.80105 0.000
H -5.90549 0.36769 -2.54178 0.000
H -7.76786 -2.58871 -1.21043 0.000
H -7.87969 -1.93238 -2.89803 0.000
H -7.87712 -0.79793 -1.57278 0.000
H -4.42190 -2.53842 -2.35262 0.006
H -3.91975 -2.45465 -3.61789 0.006
C -6.39945 -2.36045 4.01018 0.000
C -5.60731 -2.50521 2.74497 0.000
C -4.65709 -1.31226 2.49905 0.000
O -5.44650 -0.13115 2.42416 0.000
C -4.68857 1.08551 2.12299 0.000
N -4.96046 -3.80165 2.73704 0.000
H -7.32432 -2.93426 3.95115 0.000
H -6.70343 -1.33141 4.20196 0.000
H -5.87715 -2.74389 4.88670 0.000
H -6.39924 -2.49905 1.99603 0.000
H -4.18371 -1.47718 1.53115 0.000
H -3.88958 -1.24422 3.27002 0.000
H -3.90399 1.42786 2.79778 0.000
H -5.42404 1.86759 1.93454 0.000
H -4.22308 0.88906 1.15715 0.000
H -5.55786 -4.60694 2.85839 0.000
H -4.36899 -3.85335 3.55410 0.000
C 1.61523 -4.68304 -3.77366 0.013
C 1.49393 -4.43480 -2.27356 0.016
C 2.85098 -4.52793 -1.53138 0.010
O 2.73493 -3.90678 -0.26667 0.006
C 4.01792 -3.82574 0.40009 0.000
N 0.84314 -3.14300 -2.02070 -0.302
H 2.14091 -3.86146 -4.26022 0.003
H 0.65030 -4.76516 -4.27392 -0.001
H 2.10944 -5.59848 -4.09896 0.001
H 0.82973 -5.20212 -1.87586 0.012
H 3.67092 -4.07554 -2.08917 0.001
H 3.04512 -5.60036 -1.54839 0.000
H 4.61583 -4.71568 0.20363 0.000
H 3.84352 -3.55588 1.44165 0.000
H 4.64054 -3.02050 0.01017 0.000
H 1.41165 -2.51870 -2.57492 0.047
H 1.37104 -3.10878 -1.16033 0.039
C 7.03031 4.39915 1.25596 0.000
C 6.71022 2.88716 1.54035 0.000
C 6.03351 2.25702 0.26781 0.000
O 5.99787 0.84544 0.38276 0.000
C 5.33737 0.33474 -0.72321 0.000
N 8.03004 2.32469 1.81737 0.000
H 7.65378 4.55689 0.37590 0.000
H 7.47257 4.93091 2.09841 0.000
H 6.07844 4.81836 0.92989 0.000
H 6.03639 2.79346 2.39198 0.000
H 6.46560 2.58102 -0.67899 0.000
H 5.02736 2.66314 0.37190 0.000
H 5.31840 -0.75440 -0.68414 0.000
H 5.95895 0.55980 -1.58987 0.000
H 4.33825 0.67886 -0.99050 0.000
H 7.85036 1.34241 1.96883 0.000
H 8.46157 2.64848 2.67121 0.000